Density functional theory data (wB97M-V/def2-TZVPD) for a structure of composition C31H66NO19P.

Cartesian coordinates (Å):
1 O -0.751 0.952 -2.264
2 H -2.783 3.034 -5.413
3 H 3.440 -4.407 0.812
4 C 3.561 -1.266 -1.652
5 H 1.534 1.120 1.057
6 H 0.813 -0.166 -6.269
7 H -6.665 1.970 -1.034
8 H 1.778 -5.028 0.642
9 H -0.731 -7.080 1.274
10 O 5.501 -1.071 3.682
11 C 2.262 2.868 1.669
12 C -2.987 0.237 -1.527
13 H 5.282 -2.847 5.457
14 O 2.171 -4.012 -1.629
15 H 3.886 -0.673 -0.834
16 H 0.869 0.849 -3.860
17 H 0.891 0.196 -0.153
18 C 2.210 5.081 2.666
19 H 2.900 -3.959 6.659
20 H 0.283 4.247 3.411
21 H -2.587 4.440 0.897
22 H -0.307 1.340 0.416
23 H -0.658 0.260 -5.485
24 C 2.268 -0.579 -2.080
25 H -6.948 4.297 -1.823
26 H -3.841 -0.356 -1.746
27 O 3.658 -2.614 4.105
28 H 0.077 4.537 0.459
29 O 2.726 4.221 1.869
30 C 0.698 -0.138 -3.867
31 H -0.758 4.095 -4.202
32 H -1.660 -5.434 -0.213
33 H 2.629 2.441 -0.257
34 H -2.314 2.960 0.730
35 H -1.314 2.283 -3.555
36 H 2.543 2.117 2.675
37 C 4.243 -1.442 3.485
38 C -2.055 -5.625 0.698
39 C -0.849 4.271 -0.148
40 P 0.195 1.996 3.471
41 H -2.418 -7.866 0.937
42 H -1.174 -2.064 -1.857
43 O 1.582 1.873 3.149
44 C -6.435 2.734 -0.416
45 C 0.117 -0.538 -5.310
46 C -1.728 0.092 -2.080
47 C -2.893 3.730 0.282
48 N 0.565 0.705 0.660
49 H 0.783 -3.626 -3.137
50 H 4.338 -1.235 -2.230
51 O 1.875 -0.835 -3.317
52 O 2.566 6.253 2.735
53 H -3.208 -5.457 0.786
54 H 4.008 2.604 0.449
55 C -1.365 -1.379 -2.580
56 H -2.899 0.058 -0.511
57 H -2.621 3.978 -0.704
58 H -3.655 3.024 -3.881
59 C 2.360 -4.170 0.752
60 H 1.218 2.781 1.520
61 C 2.708 -3.926 -4.002
62 H -2.064 -6.930 2.330
63 H -7.216 4.917 -0.106
64 H -1.535 -1.197 1.813
65 H 3.423 0.272 2.631
66 C -7.291 3.944 -0.751
67 H -3.235 1.394 -1.577
68 C 3.472 -4.287 5.655
69 O -0.473 2.728 2.238
70 O -0.231 2.660 4.696
71 O -2.565 -2.999 0.279
72 H -8.306 3.755 -0.844
73 H 3.835 -5.233 5.993
74 C 4.447 -3.504 4.793
75 C 3.414 -0.723 2.460
76 O 0.549 3.518 -2.014
77 H 1.655 3.991 4.404
78 C -1.221 -2.323 2.160
79 H 3.796 -0.885 1.344
80 O -4.993 2.920 -0.432
81 H 3.357 1.118 0.550
82 C -2.923 3.514 -4.522
83 C -1.515 3.412 -3.773
84 H -0.501 -1.350 -5.546
85 H -2.343 -1.781 -2.962
86 H -0.557 -1.598 -3.288
87 H 2.353 -0.935 2.534
88 H -0.008 -0.316 -2.986
89 H 2.507 -4.647 5.063
90 C 1.809 -3.388 -0.517
91 C 1.189 4.628 3.722
92 H 0.884 5.392 4.452
93 O -0.488 0.717 3.300
94 O -4.955 4.042 1.473
95 C -4.379 3.643 0.449
96 C 3.161 2.240 0.655
97 C -0.543 3.978 -1.588
98 H 3.215 -2.372 -1.524
99 H 2.506 -4.947 -4.378
100 C 1.663 -3.377 -2.876
101 H 3.769 -4.088 -3.512
102 O -1.650 3.947 -2.387
103 H 0.004 -2.410 1.970
104 H -1.648 5.072 -0.065
105 O -1.572 -4.640 1.499
106 O 1.227 -2.273 -0.441
107 H 0.054 0.030 1.270
108 H -1.077 -2.448 3.161
109 H 1.772 -2.187 -2.830
110 H 1.982 -3.584 1.728
111 C -1.739 -6.939 1.281
112 H -6.762 2.347 0.703
113 O 1.541 0.078 -1.293
114 C -1.755 -3.343 1.144
115 H 2.613 -3.086 -4.656
116 H -1.330 3.402 0.151
117 H 5.127 -4.090 4.161
118 H -3.379 4.368 -4.564

For the HOMO energy, the calculation gives 1.5384 eV. The value obtained for the total energy is -82874.48384 eV. The net charge is -2. The spin multiplicity is 1. The relative energy (zero: lowest compared OMol25 entry of this formula, charge and spin) comes out at 6.434 eV.



Density functional theory data (wB97M-V/def2-TZVPD) for a structure of composition C31H67ClN6O10P2.

Cartesian coordinates (Å):
1 H -1.110 8.080 -3.577
2 C 3.269 1.005 0.739
3 H -1.058 2.190 -2.893
4 H 0.442 -7.420 3.798
5 O 3.100 3.359 5.954
6 H 2.936 5.858 -2.731
7 N -1.741 -1.534 -0.439
8 H -3.774 -1.987 -0.758
9 C 0.676 1.794 -1.647
10 H -0.333 -7.542 5.393
11 C -3.076 -1.173 -0.870
12 H 0.251 10.233 -1.013
13 H -3.031 -0.875 -1.920
14 H -4.957 -2.373 -5.274
15 H -3.132 -3.519 0.875
16 N 1.843 -1.046 5.748
17 C 2.376 -5.881 4.887
18 C 2.240 1.752 -1.606
19 N 1.589 9.796 -2.586
20 C 0.060 2.229 -3.019
21 H 4.357 0.876 0.509
22 H -0.767 -6.216 4.293
23 H -4.910 -6.099 -3.233
24 H 0.615 4.291 -0.571
25 C 3.303 -0.587 2.812
26 N 1.066 -6.017 5.244
27 C -5.698 -2.002 -3.294
28 O 4.883 1.343 2.935
29 C -7.752 -1.618 -4.723
30 H -7.585 -2.185 -2.685
31 H -6.823 -8.412 -1.561
32 H 0.807 -5.445 6.034
33 H 1.965 10.099 -0.568
34 H -0.582 8.229 -1.896
35 H -3.177 -5.769 -3.102
36 H 3.344 -2.569 5.704
37 O 0.300 0.351 1.341
38 O -0.144 -2.872 0.381
39 H 1.933 6.000 -4.227
40 H 0.435 -0.610 1.404
41 O -3.181 -6.501 -0.703
42 C 3.878 3.561 3.647
43 H 4.377 4.486 3.272
44 H -2.749 -4.078 -0.780
45 O -5.260 -2.304 -2.197
46 O 3.146 3.069 2.495
47 H 3.925 -6.473 3.554
48 H 4.698 -1.682 4.085
49 C 4.969 2.407 3.918
50 C 2.743 2.165 -0.161
51 C 3.046 4.024 4.897
52 C 2.326 5.279 -3.460
53 C -3.946 -6.971 -1.524
54 H 2.316 0.232 -3.147
55 C 0.051 -6.852 4.637
56 P 0.913 1.165 2.721
57 C 0.781 5.090 -1.322
58 C -1.316 -2.721 0.059
59 H 1.669 5.664 -0.959
60 H 2.793 0.023 0.560
61 H -7.072 -1.386 -5.537
62 O 3.101 -5.127 5.506
63 H -1.009 -0.838 -0.502
64 C 2.750 -1.951 4.992
65 Cl 0.003 3.090 2.562
66 H 2.322 -6.421 2.810
67 H 2.511 9.928 -2.972
68 H -4.791 -8.171 -0.176
69 H 4.962 2.033 4.969
70 H 1.002 -1.538 6.044
71 P 3.154 1.357 2.611
72 C 3.787 -1.046 4.231
73 H 2.933 4.541 -4.021
74 H 1.941 2.771 0.312
75 H -5.800 -8.261 -3.005
76 C 0.414 3.665 -3.467
77 H 0.053 3.980 -4.477
78 H 1.602 -0.298 5.090
79 H 1.388 11.525 -1.455
80 H 0.293 1.452 -3.785
81 H 2.382 -1.124 2.469
82 H -1.854 -4.710 0.603
83 C -5.830 -8.602 -1.975
84 O 1.224 8.521 -4.390
85 H 3.028 1.468 4.043
86 H -8.381 -2.465 -5.008
87 H 3.602 2.864 -0.314
88 H 0.327 0.745 -1.466
89 H -5.636 -9.677 -1.944
90 N -7.045 -1.953 -3.504
91 O 2.330 5.075 4.857
92 H 3.852 0.303 -2.239
93 N -4.846 -7.928 -1.153
94 H -3.757 -1.753 -4.132
95 H 2.330 -0.469 -1.521
96 H 4.111 -0.873 2.097
97 H 4.086 -0.221 4.910
98 C 0.796 8.997 -3.350
99 H 2.647 2.520 -2.312
100 H 0.208 2.406 -0.854
101 H 2.211 -2.574 4.239
102 H -0.082 5.786 -1.278
103 C -3.942 -6.530 -2.966
104 H -3.411 -0.320 -0.274
105 H -8.392 -0.754 -4.531
106 C 2.872 -6.690 3.714
107 H -1.166 9.664 -2.792
108 C 1.106 4.600 -2.748
109 H -3.713 -7.374 -3.620
110 C 1.267 10.446 -1.331
111 H 2.763 -7.758 3.916
112 H -4.970 -0.649 -4.793
113 H 6.003 2.798 3.711
114 C -0.607 8.730 -2.865
115 C -4.793 -1.671 -4.454
116 C 2.752 0.372 -2.119
117 C -2.335 -3.826 0.195

For the HOMO energy, the calculation gives -0.7378 eV. The value obtained for the total energy is -93747.86681 eV. The net charge is -2. The spin multiplicity is 1.